No. 1
{
  "formula": "C32H51N4O2P2Sr",
  "method": "ωB97M-V with the def2-TZVPD basis set",
  "energy_ev": -63477.02772,
  "e_above_lowest_kcal_mol": 0.0,
  "max_force_ev_per_a": 4.693,
  "total_charge": 1,
  "gap_ev": 5.73,
  "species": ["C", "C", "C", "C", "C", "H", "H", "H", "N", "P", "P", "C", "H", "H", "C", "O", "C", "H", "C", "C", "C", "C", "C", "H", "H", "H", "C", "H", "H", "H", "C", "H", "H", "H", "C", "H", "H", "H", "C", "H", "H", "H", "C", "H", "H", "H", "C", "H", "H", "H", "C", "H", "H", "H", "C", "H", "H", "H", "C", "H", "H", "H", "C", "H", "H", "H", "C", "H", "H", "H", "Sr", "N", "C", "C", "C", "C", "C", "H", "C", "H", "C", "H", "H", "H", "N", "C", "N", "O", "H", "H", "H", "H"],
  "xyz": [[-0.45431, 0.60515, -2.61423], [-2.10580, 0.82697, -0.95869], [-1.35356, 0.91340, -3.63491], [-3.00333, 1.31522, -1.94980], [-2.63238, 1.35565, -3.27958], [-1.03572, 0.80282, -4.67062], [-4.00662, 1.58839, -1.62814], [-3.32295, 1.70701, -4.04279], [-0.77935, 0.66333, -1.30811], [2.20859, 0.69197, -1.75705], [-2.19766, -0.14562, 1.89136], [0.95104, 0.08815, -2.96304], [0.94691, -1.01654, -2.92493], [1.21229, 0.36121, -3.99632], [2.06480, -1.10307, 2.72692], [2.60237, -1.67466, 3.56620], [-2.65395, 0.50597, 0.32976], [-3.66823, 0.92479, 0.41311], [-3.48740, -1.57834, 2.06555], [-2.37462, 1.28574, 3.26817], [3.63215, -0.54206, -1.94398], [2.52493, 2.44618, -2.44616], [-2.76546, -2.73416, 2.77992], [-2.47472, -2.46217, 3.80367], [-3.45159, -3.59120, 2.83908], [-1.86614, -3.05245, 2.23988], [-4.73723, -1.16609, 2.84796], [-4.53662, -0.88507, 3.88806], [-5.28366, -0.35928, 2.34346], [-5.41337, -2.03429, 2.87423], [-3.97428, -2.03486, 0.68537], [-4.63155, -2.90601, 0.82550], [-4.55459, -1.25462, 0.17995], [-3.15068, -2.33081, 0.03195], [-2.10925, 0.64274, 4.64341], [-1.09565, 0.21475, 4.69979], [-2.19104, 1.42117, 5.41904], [-2.83194, -0.14874, 4.89301], [-1.32127, 2.37412, 2.98614], [-0.27836, 2.04345, 3.14316], [-1.44265, 2.81395, 1.98121], [-1.47293, 3.19488, 3.70501], [-3.75333, 1.94664, 3.20607], [-4.57469, 1.26997, 3.46448], [-3.77197, 2.76667, 3.94176], [-3.94779, 2.38781, 2.21848], [3.84830, 2.96763, -1.86794], [3.96315, 4.01850, -2.16964], [3.85726, 2.93938, -0.76905], [4.72438, 2.42297, -2.24236], [1.37813, 3.34968, -1.95134], [0.39965, 3.02583, -2.32594], [1.33327, 3.41541, -0.85210], [1.55977, 4.36667, -2.32869], [2.55268, 2.50400, -3.97797], [2.82432, 3.53117, -4.26555], [3.29398, 1.83007, -4.42439], [1.56948, 2.30416, -4.42223], [3.08709, -1.97658, -1.77869], [2.52605, -2.31010, -2.66203], [3.94577, -2.65544, -1.65975], [2.44726, -2.08492, -0.88953], [4.63484, -0.26254, -0.80620], [4.17297, -0.40651, 0.18252], [5.46630, -0.97581, -0.89287], [5.05120, 0.75220, -0.84468], [4.30450, -0.41280, -3.31458], [3.59526, -0.55407, -4.14300], [4.83360, 0.54063, -3.44839], [5.05741, -1.21296, -3.39304], [0.70738, 0.83749, 0.94079], [-0.23116, -1.44862, 0.67838], [-0.79623, -2.14630, -0.09997], [-0.98141, -3.34544, -0.85234], [-0.11077, -4.40074, -0.53624], [-2.01875, -3.53357, -1.79299], [-0.30822, -5.65928, -1.09430], [0.69219, -4.22343, 0.18300], [-2.23305, -4.81125, -2.31569], [-2.65772, -2.69570, -2.08717], [-1.38039, -5.86444, -1.96605], [0.36275, -6.47484, -0.82716], [-3.07866, -4.98723, -2.98478], [-1.55250, -6.86169, -2.36561], [3.29965, 2.17072, 4.09270], [2.91784, 2.83021, 2.98009], [3.37885, 4.08992, 2.83690], [2.15733, 2.30550, 2.11328], [3.89919, 2.62674, 4.76565], [3.01688, 1.20884, 4.22968], [3.08036, 4.61662, 2.02758], [3.97340, 4.51185, 3.53839]],
  "lowdin_charge": [-0.382, -0.366, -0.075, -0.053, -0.075, 0.104, 0.107, 0.108, -0.028, 1.050, 0.998, -0.268, 0.080, 0.076, 0.024, 0.084, -0.336, 0.052, -0.664, -0.679, -0.711, -0.687, -0.104, 0.074, 0.086, 0.056, -0.105, 0.065, 0.081, 0.090, -0.097, 0.096, 0.084, 0.030, -0.103, 0.069, 0.087, 0.064, -0.141, 0.031, 0.081, 0.094, -0.106, 0.057, 0.084, 0.080, -0.103, 0.091, 0.073, 0.069, -0.094, 0.076, 0.065, 0.095, -0.087, 0.094, 0.071, 0.078, -0.100, 0.079, 0.094, 0.066, -0.103, 0.065, 0.091, 0.064, -0.093, 0.085, 0.071, 0.092, 1.182, -0.030, -0.151, -0.221, -0.028, -0.023, -0.062, 0.120, -0.053, 0.126, -0.060, 0.113, 0.116, 0.112, 0.193, -0.609, 0.190, -0.239, 0.122, 0.103, 0.126, 0.122]
}



No. 2
{
  "formula": "C9H11NO3S",
  "method": "ωB97M-V with the def2-TZVPD basis set",
  "energy_ev": -27976.44067,
  "e_above_lowest_kcal_mol": 79.7,
  "max_force_ev_per_a": 5.124,
  "total_charge": 0,
  "gap_ev": 9.71,
  "species": ["C", "C", "N", "C", "C", "C", "C", "C", "C", "C", "S", "O", "O", "O", "H", "H", "H", "H", "H", "H", "H", "H", "H", "H", "H"],
  "xyz": [[-0.66508, 2.87717, -1.05853], [-1.47168, 1.82425, -0.80409], [-1.01924, 0.45701, -0.37926], [0.29000, -0.11928, -0.34739], [0.71361, -0.85196, -1.37589], [1.87118, -1.55072, -1.34796], [2.64850, -1.50160, -0.19488], [2.16384, -0.88898, 0.97225], [0.95301, -0.16543, 0.86436], [0.45019, 0.75718, 1.98993], [-2.25483, -0.52895, 0.06543], [-2.56011, -0.38993, 1.45471], [-3.41512, -0.34007, -0.78336], [-1.54646, -1.98366, -0.15316], [-1.14522, 3.81555, -1.00587], [0.25838, 2.65942, -1.39381], [-2.60175, 1.95548, -0.70986], [-0.01000, -0.84649, -2.19407], [2.14785, -2.25113, -2.21305], [3.47809, -2.13641, -0.02007], [2.67169, -1.12965, 1.80404], [1.02672, 1.62069, 1.82490], [-0.54588, 1.06509, 2.04174], [0.81470, 0.27322, 2.88361], [-2.25240, -2.62079, 0.08028]],
  "lowdin_charge": [0.040, -0.105, -0.161, -0.290, -0.073, -0.073, -0.059, -0.001, -0.155, -0.002, 0.613, -0.263, -0.281, -0.139, 0.047, 0.020, 0.130, 0.139, 0.137, 0.092, 0.072, 0.071, 0.047, 0.083, 0.111]
}



No. 3
{
  "formula": "C19H22N2O6S",
  "method": "ωB97M-V with the def2-TZVPD basis set",
  "energy_ev": -46160.91802,
  "e_above_lowest_kcal_mol": 5.9,
  "max_force_ev_per_a": 0.969,
  "total_charge": 0,
  "gap_ev": 8.53,
  "species": ["C", "C", "O", "C", "O", "C", "C", "C", "C", "C", "C", "N", "C", "O", "C", "N", "C", "C", "C", "C", "C", "O", "C", "C", "S", "C", "O", "O", "H", "H", "H", "H", "H", "H", "H", "H", "H", "H", "H", "H", "H", "H", "H", "H", "H", "H", "H", "H", "H", "H"],
  "xyz": [[-3.96386, -3.33997, -2.30678], [-2.74411, -2.83262, -1.56203], [-3.09661, -1.61498, -0.90374], [-2.13955, -1.02049, -0.19686], [-1.01453, -1.49198, -0.12102], [-2.57809, 0.22511, 0.44973], [-3.87144, 0.69583, 0.20309], [-4.32776, 1.86204, 0.77610], [-3.48865, 2.58153, 1.61626], [-2.20968, 2.13782, 1.87983], [-1.72730, 0.95823, 1.30701], [-0.44791, 0.49503, 1.56639], [0.54062, 1.08607, 2.28998], [0.46401, 2.15496, 2.85528], [1.81571, 0.24724, 2.36697], [2.12600, -0.53786, 1.19428], [2.68981, 0.10208, 0.08084], [3.68295, -0.50426, -0.67942], [4.17065, 0.13809, -1.80688], [3.69612, 1.37535, -2.18585], [2.72035, 2.00400, -1.41081], [2.31508, 3.23067, -1.83416], [1.34715, 3.92219, -1.08007], [2.22156, 1.36438, -0.28467], [2.39215, -2.18770, 1.46818], [1.70445, -2.97232, 0.00039], [1.56833, -2.52050, 2.59278], [3.78848, -2.49842, 1.56816], [-3.72055, -4.26909, -2.81339], [-4.77991, -3.51717, -1.61165], [-4.28570, -2.60784, -3.04240], [-1.91022, -2.63631, -2.24602], [-2.40521, -3.55513, -0.81069], [-4.50967, 0.12507, -0.45236], [-5.32820, 2.21125, 0.57320], [-3.83540, 3.49665, 2.07207], [-1.56462, 2.69860, 2.53498], [-0.21463, -0.39095, 1.11584], [2.64090, 0.91968, 2.63039], [1.67618, -0.46699, 3.18446], [4.10750, -1.44125, -0.36384], [4.94471, -0.33699, -2.39042], [4.07088, 1.88278, -3.05954], [1.20495, 4.87390, -1.58959], [1.68701, 4.10697, -0.05657], [0.39508, 3.38148, -1.05266], [1.47265, 1.84486, 0.31997], [1.75846, -4.03996, 0.17315], [2.28430, -2.69259, -0.86760], [0.67753, -2.64650, -0.09033]],
  "lowdin_charge": [-0.059, -0.215, -0.001, -0.402, 0.066, -0.053, -0.013, -0.077, -0.060, 0.003, -0.134, 0.163, -0.454, 0.076, -0.087, -0.172, -0.235, -0.053, -0.065, -0.011, -0.264, -0.076, -0.078, 0.056, 0.648, -0.095, -0.295, -0.289, 0.079, 0.079, 0.079, 0.130, 0.131, 0.118, 0.103, 0.109, 0.100, 0.113, 0.150, 0.126, 0.087, 0.109, 0.116, 0.094, 0.100, 0.096, 0.091, 0.076, 0.059, 0.030]
}